DFT (ωB97M-V/def2-TZVPD) results for a structure of composition C2H2N2O4 in a non-equilibrium geometry.

```
10
Properties=species:S:1:pos:R:3
O 1.64517 -2.15892 -0.40723
O 1.10183 -0.56458 1.22884
O 0.05345 0.11279 -2.29845
O -1.49132 1.26519 0.01590
N -0.08243 0.12989 1.43011
N -0.48480 0.32924 -0.00411
C 1.10178 -0.99980 -0.13424
C 0.19846 -0.05165 -1.03868
H -2.44422 0.87785 -0.71661
H 0.40208 1.06000 1.92447
```

F_max = 8.2 eV Å⁻¹
2S+1 = 1
energy = -13268.997 eV
gap between HOMO and LUMO = 9.735 eV
HOMO energy = -10.3 eV
charge = 0
relative energy (zero: lowest compared OMol25 entry of this formula, charge and spin) = 142.5 kcal/mol
LUMO = -0.566 eV

***

DFT (ωB97M-V/def2-TZVPD) results for the ion C2H2N2OP with charge +1 in a non-equilibrium geometry.

```
8
Properties=species:S:1:pos:R:3
P -1.54676 -1.31095 0.00909
O -0.44590 -1.60048 0.92197
N 1.71005 -0.20601 1.45158
N 0.98729 -0.07136 0.67840
C 0.39584 0.62216 -0.29597
C -0.86633 0.30247 -0.76463
H 1.16253 1.32094 -0.59612
H -1.39673 0.94323 -1.40432
```

F_max = 5.4 eV Å⁻¹
2S+1 = 1
energy = -16412.178 eV
gap between HOMO and LUMO = 8.210 eV
HOMO energy = -15.4 eV
charge = +1
relative energy (zero: lowest compared OMol25 entry of this formula, charge and spin) = 5.8 kcal/mol
LUMO = -7.189 eV

***

DFT (ωB97M-V/def2-TZVPD) results for a cluster of 2 separate species, C2H2N2OS in total in a non-equilibrium geometry.

```
8
Properties=species:S:1:pos:R:3
S -2.92223 -0.24458 -0.01397
O -0.90615 -1.60348 1.04922
N 0.07234 1.03087 -0.81082
N 1.12927 0.67249 -0.31739
C 1.88992 -0.11720 0.19834
C -1.72561 -0.97534 0.56905
H -0.08128 1.36299 -1.76846
H 2.54372 -0.12576 1.09403
```

F_max = 3.0 eV Å⁻¹
2S+1 = 1
energy = -17965.963 eV
gap between HOMO and LUMO (alpha / beta) = 9.598 / 9.597 eV
HOMO energy (alpha / beta) = -8.9 / -8.9 eV
charge = 0
relative energy (zero: lowest compared OMol25 entry of this formula, charge and spin) = 69.5 kcal/mol
LUMO (alpha / beta) = 0.697 / 0.697 eV

***

DFT (ωB97M-V/def2-TZVPD) results for an isolated molecule of C2H2N2OS2 in a non-equilibrium geometry.

```
9
Properties=species:S:1:pos:R:3
S -0.28217 1.15798 -0.88514
S 1.14111 -1.48791 -1.47905
O 1.24096 -0.86014 -2.80863
N 0.05250 -0.65796 0.86528
N -0.59551 0.30209 1.52309
C 0.33546 -0.42291 -0.45779
C -0.84421 1.30068 0.77740
H -1.35736 2.17377 1.11991
H 0.30923 -1.50559 1.34493
```

F_max = 1.4 eV Å⁻¹
2S+1 = 1
energy = -28802.506 eV
gap between HOMO and LUMO (alpha / beta) = 7.988 / 7.989 eV
HOMO energy (alpha / beta) = -7.7 / -7.7 eV
charge = 0
relative energy (zero: lowest compared OMol25 entry of this formula, charge and spin) = 25.8 kcal/mol
LUMO (alpha / beta) = 0.330 / 0.330 eV

***

DFT (ωB97M-V/def2-TZVPD) results for an isolated molecule of C2H2N2OS2.

```
9
Properties=species:S:1:pos:R:3
S 2.65050 -1.07979 -0.01193
S -2.64358 -1.08198 0.01337
O 0.00253 -1.29721 -0.00427
N -0.68886 0.77328 -0.13728
N 0.68513 0.77081 0.13372
C 1.12705 -0.52335 0.04333
C -1.11967 -0.53043 -0.04810
H 1.22423 1.48641 -0.33901
H -1.23734 1.48226 0.35017
```

F_max = 0.6 eV Å⁻¹
2S+1 = 1
energy = -28803.520 eV
gap between HOMO and LUMO = 9.410 eV
HOMO energy = -9.3 eV
charge = 0
relative energy (zero: lowest compared OMol25 entry of this formula, charge and spin) = 2.4 kcal/mol
LUMO = 0.069 eV

***

DFT (ωB97M-V/def2-TZVPD) results for an isolated molecule of C2H2N2S in a non-equilibrium geometry.

```
7
Properties=species:S:1:pos:R:3
S 1.37683 -0.55039 -0.04183
N -1.83003 -1.16820 0.07415
N 0.52260 1.11538 -0.04322
C -1.55299 -0.01060 -0.04084
C -0.80291 1.13715 -0.07248
H 2.35621 0.32207 0.73629
H -1.09808 2.09453 0.39636
```

F_max = 7.1 eV Å⁻¹
2S+1 = 1
energy = -15918.684 eV
gap between HOMO and LUMO = 9.021 eV
HOMO energy = -9.8 eV
charge = 0
relative energy (zero: lowest compared OMol25 entry of this formula, charge and spin) = 62.8 kcal/mol
LUMO = -0.783 eV

***

DFT (ωB97M-V/def2-TZVPD) results for an isolated molecule of C2H2N2S in a non-equilibrium geometry.

```
7
Properties=species:S:1:pos:R:3
S 0.23410 -1.10506 1.21407
N -0.73553 1.77969 1.25491
N 0.15680 -0.81857 -0.44942
C -0.33731 1.45782 -0.00793
C 0.13760 0.36600 -0.84131
H 0.00183 0.69248 -1.79042
H 0.54250 -2.37236 0.62010
```

F_max = 14.2 eV Å⁻¹
2S+1 = 1
energy = -15917.273 eV
gap between HOMO and LUMO = 9.004 eV
HOMO energy = -9.8 eV
charge = 0
relative energy (zero: lowest compared OMol25 entry of this formula, charge and spin) = 95.3 kcal/mol
LUMO = -0.789 eV

***

DFT (ωB97M-V/def2-TZVPD) results for an isolated molecule of C2H2N2S3 in a non-equilibrium geometry.

```
9
Properties=species:S:1:pos:R:3
S -2.28477 -0.89081 -0.24059
S -0.54425 2.32033 1.50360
S -0.01536 -1.72984 -2.04383
N -2.11470 0.51379 0.65912
N -0.03332 0.49922 -0.35262
C -0.60591 -0.70289 -0.87591
C -0.91125 1.11621 0.51821
H 0.97112 0.45682 -0.19964
H -2.40440 0.55864 1.64188
```

F_max = 3.5 eV Å⁻¹
2S+1 = 1
energy = -37591.649 eV
gap between HOMO and LUMO = 8.427 eV
HOMO energy = -8.9 eV
charge = 0
relative energy (zero: lowest compared OMol25 entry of this formula, charge and spin) = 10.0 kcal/mol
LUMO = -0.514 eV

***

DFT (ωB97M-V/def2-TZVPD) results for the ion C2H2N3O with charge +1 in a non-equilibrium geometry.

```
8
Properties=species:S:1:pos:R:3
O 0.92565 -0.94976 -1.91810
N -1.38407 -0.36600 0.45017
N 0.62718 0.38570 0.09410
N -0.98524 -1.03667 -0.49612
C 0.31253 -0.62908 -0.85061
C -0.42543 0.51322 0.87550
H 1.51777 0.88155 0.14857
H -0.58840 1.20105 1.69650
```

F_max = 6.3 eV Å⁻¹
2S+1 = 3
energy = -8612.277 eV
gap between HOMO and LUMO (alpha / beta) = 10.956 / 7.534 eV
HOMO energy (alpha / beta) = -16.2 / -17.4 eV
charge = +1
relative energy (zero: lowest compared OMol25 entry of this formula, charge and spin) = 10.6 kcal/mol
LUMO (alpha / beta) = -5.210 / -9.880 eV

***

DFT (ωB97M-V/def2-TZVPD) results for a cluster of 2 separate species, C2H2N3O2 in total in a non-equilibrium geometry.

```
9
Properties=species:S:1:pos:R:3
O 0.49425 0.63070 -0.69319
O -2.96600 2.02867 1.12358
N 0.46626 0.22170 0.61564
N -0.95774 -0.94491 3.32545
N -0.67082 -0.79305 2.27989
C -0.51947 -0.56733 0.98549
C -2.62598 0.98386 0.99241
H -1.42412 -0.74976 0.37868
H 1.00540 1.48357 -0.67715
```

F_max = 4.5 eV Å⁻¹
2S+1 = 3
energy = -10656.844 eV
gap between HOMO and LUMO (alpha / beta) = 8.508 / 7.315 eV
HOMO energy (alpha / beta) = -13.8 / -16.8 eV
charge = +1
relative energy (zero: lowest compared OMol25 entry of this formula, charge and spin) = 7.0 kcal/mol
LUMO (alpha / beta) = -5.299 / -9.440 eV

***

DFT (ωB97M-V/def2-TZVPD) results for a cluster of 2 separate species, C2H2N3O2S2 in total in a non-equilibrium geometry.

```
11
Properties=species:S:1:pos:R:3
S 0.39477 1.18898 1.85599
S 1.67888 2.63454 1.56671
O -1.03188 1.51338 1.94618
O 0.75891 0.18323 2.84862
N -0.43588 -0.52428 -2.44266
N -0.07132 -0.41171 -0.24948
N -0.30007 -1.69755 -0.65993
C -0.50903 -1.75045 -1.98632
C -0.21768 0.24736 -1.38120
H -0.21069 -2.60207 -0.07700
H -0.05600 1.21857 -1.42091
```

F_max = 4.5 eV Å⁻¹
2S+1 = 1
energy = -32339.822 eV
gap between HOMO and LUMO (alpha / beta) = 4.531 / 4.529 eV
HOMO energy (alpha / beta) = -3.5 / -3.5 eV
charge = -1
relative energy (zero: lowest compared OMol25 entry of this formula, charge and spin) = 76.0 kcal/mol
LUMO (alpha / beta) = 1.044 / 1.044 eV

***

DFT (ωB97M-V/def2-TZVPD) results for the ion C2H2N3OS with charge -1 in a non-equilibrium geometry.

```
9
Properties=species:S:1:pos:R:3
S 3.27900 1.23317 -0.23543
O 1.24058 -3.16868 -0.34912
N -0.12239 -1.37333 -0.06244
N -0.26380 -0.10208 0.37322
N 2.32988 -1.24862 0.45629
C 0.93542 -2.02242 -0.08467
C 2.74117 -0.16522 0.23085
H 0.62835 0.50367 0.11097
H -0.50130 -0.18604 1.28652
```

F_max = 8.1 eV Å⁻¹
2S+1 = 3
energy = -19455.226 eV
gap between HOMO and LUMO (alpha / beta) = 3.697 / 5.630 eV
HOMO energy (alpha / beta) = 0.0 / -4.3 eV
charge = -1
relative energy (zero: lowest compared OMol25 entry of this formula, charge and spin) = 9.7 kcal/mol
LUMO (alpha / beta) = 3.743 / 1.351 eV